# 1
DFT (ωB97M-V/def2-TZVPD) results for a structure of composition C33H69IN2O8Si2.

Geometry as XYZ:
```
115
Properties=species:S:1:pos:R:3:mulliken_charge:R:1
C 3.07 3.31 -0.54 -1.0076
C 1.72 3.11 -1.23 -0.3540
N 1.31 1.69 -1.31 0.7752
C 0.75 1.19 -0.04 -0.7636
C -0.57 1.88 0.32 -0.8953
Si -1.82 1.79 -1.08 0.2242
C -3.50 1.36 -0.35 -0.7798
C -4.44 0.82 -1.39 0.4316
C -4.86 -0.62 -1.24 -1.1833
N -4.80 1.60 -2.33 -0.6242
O -2.01 3.25 -1.84 0.0366
Si -1.66 3.69 -3.38 0.3925
I -2.19 2.03 -5.06 -0.1353
C 2.22 0.90 -2.01 0.8181
C 2.32 -0.55 -1.64 -0.7992
O 2.90 1.40 -2.88 -0.6929
H 3.15 4.35 -0.20 0.3444
H 3.17 2.66 0.34 -0.1138
H 3.89 3.11 -1.22 0.4215
H 1.77 3.50 -2.25 0.2778
H 0.94 3.66 -0.71 -0.0146
H 1.49 1.29 0.77 -0.2623
H 0.54 0.12 -0.14 0.6835
H -0.40 2.91 0.67 0.5591
H -1.02 1.33 1.16 0.5865
H -1.39 0.74 -2.03 -0.1186
H -3.39 0.67 0.50 0.4196
H -3.89 2.31 0.03 0.4070
H -5.48 -0.72 -0.34 0.2723
H -3.98 -1.25 -1.10 0.3598
H -5.45 -0.96 -2.09 0.3624
H -5.41 1.12 -2.99 0.2365
H -2.46 4.88 -3.70 -0.1778
H -0.23 4.04 -3.48 -0.1917
H 2.97 -1.05 -2.36 0.2831
H 2.70 -0.67 -0.62 -0.0721
H 1.34 -1.04 -1.69 0.3518
C 4.25 -0.34 3.85 -0.5476
C 5.16 -1.29 3.08 -0.2763
C 4.19 -1.87 2.04 -0.4611
O 3.25 -0.83 1.77 -0.3330
C 3.38 0.22 2.73 -0.3060
H 4.80 0.43 4.38 0.1808
H 3.64 -0.89 4.57 0.2869
H 5.96 -0.73 2.59 0.0982
H 5.61 -2.07 3.70 0.3595
H 3.66 -2.74 2.44 0.2958
H 4.68 -2.15 1.11 0.2300
H 3.86 1.09 2.26 0.1081
H 2.38 0.51 3.07 0.3077
C 5.51 -4.55 -4.01 -0.5484
C 4.26 -4.83 -4.84 -0.5772
C 3.20 -4.05 -4.06 -0.4762
O 3.87 -2.93 -3.49 -0.2888
C 5.29 -3.09 -3.60 -0.4564
H 6.44 -4.69 -4.56 0.3351
H 5.54 -5.19 -3.12 0.2679
H 4.37 -4.42 -5.84 0.2690
H 4.02 -5.89 -4.92 0.3329
H 2.77 -4.66 -3.26 0.2863
H 2.39 -3.69 -4.69 0.2780
H 5.67 -2.41 -4.36 0.3034
H 5.75 -2.84 -2.65 0.2466
C -10.39 -1.11 -0.88 -0.6384
C -9.95 -2.48 -0.37 -0.4044
C -8.56 -2.60 -0.98 -0.2663
O -8.04 -1.27 -1.05 -0.2905
C -9.08 -0.33 -0.81 -0.4556
H -11.18 -0.65 -0.29 0.3423
H -10.73 -1.19 -1.92 0.2738
H -9.89 -2.48 0.72 0.1863
H -10.61 -3.30 -0.67 0.3764
H -8.60 -3.03 -1.99 0.2856
H -7.89 -3.22 -0.38 0.0358
H -8.94 0.12 0.18 0.2753
H -9.01 0.46 -1.56 0.2908
C 2.27 7.73 -3.09 -0.5351
C 0.88 8.07 -2.55 -0.5492
C 0.83 7.22 -1.28 0.0795
O 2.18 7.16 -0.80 -0.4227
C 3.08 7.64 -1.80 -0.3813
H 2.66 8.48 -3.78 0.3519
H 2.25 6.77 -3.60 0.2387
H 0.81 9.13 -2.31 0.2518
H 0.07 7.83 -3.24 0.3290
H 0.48 6.21 -1.51 -0.2186
H 0.20 7.65 -0.50 0.3299
H 3.46 8.62 -1.50 0.2773
H 3.92 6.94 -1.87 0.2727
C 8.78 0.81 6.22 -0.5762
C 9.70 -0.13 5.44 -0.5645
C 8.75 -0.69 4.39 -0.4285
O 7.80 0.35 4.13 -0.3114
C 7.91 1.38 5.11 -0.3920
H 9.31 1.58 6.78 0.3512
H 8.17 0.24 6.93 0.2698
H 10.50 0.44 4.96 0.2599
H 10.15 -0.91 6.05 0.3308
H 8.22 -1.57 4.77 0.2498
H 9.24 -0.95 3.46 0.3102
H 8.38 2.26 4.66 0.2645
H 6.91 1.65 5.44 0.2425
C -7.83 -5.35 3.39 -0.6433
C -8.25 -6.79 3.11 -0.5419
C -8.89 -6.66 1.74 -0.4409
O -8.19 -5.60 1.07 -0.3654
C -7.39 -4.89 2.01 -0.2354
H -7.05 -5.25 4.14 0.3579
H -8.69 -4.76 3.73 0.2732
H -7.38 -7.43 3.07 0.2566
H -8.94 -7.20 3.85 0.3378
H -9.95 -6.40 1.81 0.2676
H -8.80 -7.57 1.14 0.2583
H -6.34 -5.13 1.83 0.2497
H -7.53 -3.82 1.85 0.2116
```

The HOMO energy is -8.7 eV. The lowest unoccupied orbital energy is 0.70 eV. The value obtained for the electronic energy is -2886.94301 Ha. The value obtained for the HOMO-LUMO gap is 9.412 eV. As for the charge: 0.

=====

# 2
DFT (ωB97M-V/def2-TZVPD) results for a cluster of 12 separate species, C33H69N3O21 in total.

Geometry as XYZ:
```
126
Properties=species:S:1:pos:R:3:mulliken_charge:R:1
C -1.41 -3.14 -1.31 -0.6301
N -0.18 -2.68 -0.54 0.5418
C -0.22 -1.29 -0.09 -0.9573
C -0.01 -3.72 0.48 -0.3529
C 1.00 -2.60 -1.49 -0.3997
C 2.34 -2.13 -0.93 -1.0677
O 2.66 -0.77 -1.10 -0.1614
H -1.21 -4.19 -1.58 0.3398
H -1.61 -2.45 -2.19 0.2256
H -2.26 -3.16 -0.64 0.2998
H -0.84 -1.31 0.79 0.2325
H -0.59 -0.71 -0.89 0.4610
H 0.77 -0.94 0.13 0.3433
H 0.73 -3.32 1.26 0.2678
H 0.17 -4.75 0.08 0.0565
H -0.86 -3.62 1.11 0.2243
H 0.64 -1.93 -2.26 0.5858
H 1.04 -3.60 -2.00 0.2635
H 3.10 -2.74 -1.40 0.2106
H 2.43 -2.42 0.11 0.4455
H 2.63 -0.51 -2.08 0.3248
C -0.39 1.98 -2.41 -0.8192
N 0.31 3.17 -1.98 0.4788
C -0.73 4.01 -1.22 -0.9220
C 1.45 2.84 -1.13 -1.0771
C 0.90 3.98 -3.14 -0.3400
C -0.11 4.05 -4.30 -0.7154
O -1.33 4.66 -3.89 -0.7012
H -1.18 2.32 -3.03 0.1049
H -0.70 1.43 -1.57 0.3987
H 0.41 1.36 -2.87 0.2536
H -0.90 3.50 -0.31 0.3114
H -1.53 4.15 -1.93 0.4721
H -0.20 4.97 -1.02 0.3593
H 2.24 2.28 -1.66 0.3009
H 0.96 2.09 -0.42 0.2513
H 1.91 3.67 -0.60 0.5521
H 1.79 3.56 -3.51 0.4305
H 1.08 5.00 -2.72 0.3481
H -0.31 3.06 -4.79 0.2789
H 0.41 4.63 -5.13 0.3591
H -2.13 4.11 -4.00 0.4618
C 4.19 1.82 3.92 -0.8334
N 3.71 1.33 2.65 0.1576
C 2.84 2.38 2.02 -1.0888
C 4.75 0.91 1.70 -0.8692
C 2.90 0.06 2.87 -0.1826
C 1.57 0.36 3.56 -0.6735
O 0.45 0.51 2.66 -0.3695
H 4.71 2.71 3.63 0.3676
H 4.89 1.12 4.35 0.4304
H 3.39 2.14 4.52 0.3490
H 2.35 1.97 1.15 0.3884
H 3.48 3.30 1.94 0.4061
H 2.09 2.65 2.75 0.4160
H 5.24 0.06 2.15 0.4302
H 5.54 1.63 1.63 0.3003
H 4.28 0.55 0.81 0.2080
H 3.45 -0.58 3.62 0.4531
H 2.72 -0.26 1.85 0.1008
H 1.66 1.21 4.31 0.2223
H 1.43 -0.52 4.19 0.4111
H -0.22 -0.14 2.87 0.4657
C 7.05 -1.66 9.93 -0.7824
C 7.11 -0.12 9.55 0.5295
O 7.60 0.63 10.43 -0.7358
O 6.67 0.17 8.41 -0.6882
H 7.23 -1.75 11.01 0.2470
H 7.79 -2.14 9.29 0.1643
H 6.14 -2.10 9.58 0.2660
C 5.71 6.86 2.94 -0.9800
C 5.02 5.74 3.64 0.5891
O 4.62 5.86 4.84 -0.7320
O 4.95 4.63 2.96 -0.7633
H 4.89 7.58 2.76 0.2370
H 6.03 6.54 1.95 0.2768
H 6.52 7.33 3.44 0.2860
C -3.09 -2.65 3.25 -0.5431
C -2.35 -1.62 4.18 0.3270
O -1.27 -1.17 3.57 -0.6856
O -2.94 -1.26 5.21 -0.7068
H -2.66 -2.88 2.26 -0.0562
H -4.12 -2.26 2.98 0.2331
H -3.27 -3.58 3.81 0.2553
C -6.24 -7.58 -10.69 -0.6925
C -6.94 -8.85 -11.04 0.5365
O -6.28 -9.90 -11.22 -0.7486
O -8.19 -8.82 -11.03 -0.7327
H -5.19 -7.66 -10.44 0.2673
H -6.75 -7.13 -9.85 0.2327
H -6.24 -6.97 -11.65 0.1374
C -8.62 -2.61 0.89 -0.6208
C -9.34 -3.12 -0.35 0.5308
O -8.86 -2.75 -1.43 -0.6890
O -10.42 -3.77 -0.13 -0.7794
H -9.29 -2.45 1.78 0.2332
H -8.10 -1.67 0.57 0.2217
H -7.79 -3.35 1.21 0.1040
C 2.28 -7.67 -1.26 -1.0652
C 1.54 -6.32 -1.61 0.7420
O 0.38 -6.18 -1.16 -0.8132
O 2.17 -5.59 -2.38 -0.7000
H 1.61 -8.48 -1.55 0.2615
H 2.47 -7.86 -0.18 0.2496
H 3.14 -7.74 -1.92 0.3024
C -3.50 0.75 -4.67 -0.7481
C -3.10 2.20 -4.83 0.9757
O -3.45 2.90 -3.83 -0.8104
O -2.55 2.51 -5.87 -0.7376
H -2.76 0.18 -4.10 -0.1286
H -3.51 0.27 -5.60 0.3628
H -4.44 0.73 -4.13 0.2999
C -6.98 7.05 6.15 -0.7657
C -8.40 6.94 5.41 0.5017
O -8.49 7.22 4.24 -0.6558
O -9.25 6.33 6.15 -0.7478
H -6.63 6.02 6.34 0.1814
H -7.01 7.54 7.13 0.2250
H -6.24 7.57 5.53 0.2612
C 4.55 0.32 -4.87 -1.1282
C 3.08 0.88 -4.58 0.4884
O 2.38 0.26 -3.67 -0.5924
O 2.83 1.92 -5.21 -0.7042
H 5.32 0.57 -4.11 0.2014
H 4.83 0.89 -5.76 0.3670
H 4.63 -0.72 -5.23 0.3095
```

The HOMO energy is 1.8 eV. The lowest unoccupied orbital energy is 7.79 eV. The value obtained for the electronic energy is -3042.78249 Ha. The value obtained for the HOMO-LUMO gap is 5.944 eV. As for the charge: -6.

=====

Q: Look up the charge of the second one.
A: -6